Molecular formula: C5H15N4O3Tl
Method: DFT, ωB97M-V with the def2-TZVPD basis set

Geometry (Å):
Tl -30.78 -18.73 -21.11
C -28.13 -17.13 -24.88
C -27.95 -17.62 -23.44
C -26.53 -17.51 -22.77
O -28.82 -17.16 -22.63
H -27.33 -17.52 -25.50
H -28.12 -16.03 -24.84
H -29.12 -17.38 -25.25
H -27.98 -18.76 -23.49
H -26.42 -17.88 -21.75
H -26.16 -16.48 -22.76
H -25.88 -18.12 -23.40
C -31.84 -21.32 -18.48
O -31.48 -20.29 -19.08
N -31.32 -22.55 -18.71
N -32.89 -21.29 -17.62
H -30.64 -22.66 -19.43
H -31.56 -23.35 -18.15
H -33.25 -22.08 -17.12
H -33.25 -20.38 -17.38
C -31.27 -15.47 -19.35
O -30.59 -16.49 -19.62
N -32.60 -15.55 -19.04
N -30.67 -14.27 -19.24
H -33.15 -14.72 -19.15
H -33.01 -16.44 -19.29
H -29.82 -14.12 -19.75
H -31.04 -13.52 -18.68

Results
E_tot: -816.07393 Ha
LUMO energy: -12.36 eV
Maximum force: 0.0726 hartree/bohr
Total charge: +2
Highest occupied orbital energy: -0.5763 Ha
Gap between HOMO and LUMO: 3.321 eV

Results of the Mulliken charge analysis, in e, for atoms 1 through 4: Tl 1.006; C -1.153; C 0.702; C -1.066

=====

Molecular formula: C5H15N6O
Method: DFT, ωB97M-V with the def2-TZVPD basis set

Geometry (Å):
C 2.45 -0.10 2.45
C 2.33 -0.13 0.98
O 3.09 0.44 0.23
C 0.98 -0.57 0.38
N 1.13 -0.83 -1.09
N 0.17 -0.02 -1.86
N -0.42 -1.09 -2.72
C -0.89 0.47 -0.90
N -1.95 -0.44 -0.87
N -1.43 1.69 -1.46
C -0.01 0.59 0.66
N -0.87 0.58 1.78
H 2.18 -1.09 2.96
H 1.63 0.40 2.97
H 3.34 0.48 2.90
H 0.63 -1.34 1.02
H 2.16 -0.50 -1.23
H 1.08 -1.82 -1.36
H 0.15 -1.01 -3.54
H -1.33 -0.79 -3.07
H -1.66 -1.32 -0.53
H -2.82 -0.01 -0.71
H -1.29 1.79 -2.44
H -1.03 2.56 -1.08
H 0.52 1.56 0.36
H -1.81 0.85 1.61
H -0.86 -0.38 2.14

Results
E_tot: -602.93153 Ha
LUMO energy: -3.05 eV
Maximum force: 0.1222 hartree/bohr
Total charge: +1
SMILES string: CC(=O)[C@@H]1[NH2+]N(N)C(N)(N)[C@H]1N
Highest occupied orbital energy: -0.4735 Ha
Gap between HOMO and LUMO: 9.839 eV

Results of the Mulliken charge analysis, in e, for atoms 1 through 4: C -1.271; C 0.703; O -0.545; C -0.380

=====

Molecular formula: C5H15NO
Method: DFT, ωB97M-V with the def2-TZVPD basis set

Geometry (Å):
C -0.04 2.23 0.68
C -0.55 0.80 0.56
N -0.40 0.24 -0.79
C -1.18 0.96 -1.79
C -0.72 -1.16 -0.75
C -0.62 -1.92 -2.08
H -0.02 2.45 1.77
H -0.73 3.01 0.33
H 0.97 2.54 0.41
H -1.59 0.68 0.92
H 0.14 0.23 1.18
H -0.95 0.51 -2.75
H -2.26 0.81 -1.57
H -0.99 2.03 -1.74
H 0.04 -1.68 -0.16
H -1.67 -1.36 -0.24
H 0.16 -1.43 -2.66
H -1.48 -1.78 -2.77
H -0.51 -2.99 -1.89
O 2.95 -1.12 3.53
H 3.12 -0.40 4.17
H 3.45 -0.82 2.76

Results
E_tot: -329.45781 Ha
LUMO energy: 0.79 eV
Maximum force: 0.0502 hartree/bohr
SMILES string: CCN(C)CC.O
Highest occupied orbital energy: -0.3089 Ha
Gap between HOMO and LUMO: 9.191 eV

Results of the Mulliken charge analysis, in e, for atoms 1 through 4: C -1.336; C -0.345; N -0.124; C -1.014